# C2H4INS

A cluster of 2 separate species, C2H4INS in total (wB97M-V/def2-TZVPD, the OMol25 dataset).

Geometry as XYZ:
```
9
Properties=species:S:1:pos:R:3:forces:R:3:mulliken_charge:R:1
H -0.9697 0.8995 0.9372 1.473 1.740 3.005 0.322
S 2.0635 1.7791 -0.1776 -0.720 -0.215 -0.002 -0.622
H -1.2044 1.0831 -0.6989 0.003 1.317 -1.304 0.323
N 0.1202 -1.6750 -0.1879 -4.903 4.908 0.121 -0.152
I 3.2385 -0.2533 -0.0672 0.085 -0.535 0.035 -0.060
C -1.3818 0.4698 0.1281 -0.144 -2.119 -2.141 -0.790
C -0.5571 -0.6844 -0.1212 3.401 -4.269 0.278 0.452
H 1.0913 -1.8777 -0.0957 2.154 -0.283 -0.046 0.146
H -2.4004 0.2589 0.2832 -1.349 -0.545 0.054 0.383
```
Forces are in eV/Å.

Properties
HOMO-LUMO gap ... 5.7 eV
ΔE to the lowest compared entry with this formula, charge and spin ... 56.9 kcal/mol
E_tot ... -22561.8359 eV

# C2H4Cl2O2Si

A structure of composition C2H4Cl2O2Si (wB97M-V/def2-TZVPD, the OMol25 dataset).

Geometry as XYZ:
```
11
Properties=species:S:1:pos:R:3:forces:R:3:mulliken_charge:R:1
H 2.0518 0.7024 -1.5847 -1.526 -1.488 0.594 0.277
Cl -1.4140 2.1628 1.2223 -0.574 0.927 0.154 -0.195
O -0.8408 -0.3629 -0.3169 1.951 0.249 -0.767 -0.259
H -2.9173 -0.4758 0.6866 1.234 1.312 0.819 -0.136
Cl -1.0553 -0.7780 2.7868 0.241 -0.321 0.698 -0.208
C 0.4508 0.0317 -0.1803 0.641 -1.296 -1.913 0.817
O 0.8153 0.4912 0.8538 0.315 0.771 1.694 -0.467
C 1.3938 -0.2126 -1.2949 1.528 -1.667 -3.041 -0.892
H 2.1727 -1.0428 -1.0303 -1.470 1.530 0.035 0.265
H 0.8555 -0.6913 -2.2299 0.999 1.395 1.768 0.278
Si -1.5125 0.1754 1.0876 -3.339 -1.412 -0.040 0.521
```
Forces are in eV/Å.

Properties
HOMO-LUMO gap ... 11.4 eV
ΔE to the lowest compared entry with this formula, charge and spin ... 21.5 kcal/mol
E_tot ... -39159.7561 eV

# C5H16N2O

A cluster of 2 separate species, C5H16N2O in total (wB97M-V/def2-TZVPD, the OMol25 dataset).

Geometry as XYZ:
```
24
Properties=species:S:1:pos:R:3:forces:R:3:mulliken_charge:R:1
H 2.0290 1.7211 -2.0640 -0.358 -0.052 -0.445 0.278
H -0.6921 -2.3321 0.7924 0.082 -0.187 -0.112 0.285
C -0.1940 -0.5530 -0.1134 0.035 -0.678 0.074 0.726
H 0.0179 1.8879 0.0946 -0.140 0.235 -0.274 0.282
H 0.7294 0.0126 -0.2255 0.164 0.041 0.261 0.119
H -1.4871 -1.6039 -1.4586 -0.007 -0.312 -0.139 0.472
C 1.3870 -2.3500 0.4983 -1.711 -0.460 0.732 -0.857
O 1.2518 1.2191 -2.3536 0.263 0.044 0.288 -0.556
H -0.7839 -0.1762 -2.2050 -0.305 0.212 0.477 0.364
H -1.7495 -0.0036 1.3905 0.506 -0.040 0.179 0.430
H 0.9610 1.5614 -3.2057 0.257 0.168 0.133 0.277
H -0.4071 3.1667 2.1786 0.561 0.122 0.146 0.345
C -0.5815 -1.0035 -1.5150 -0.399 0.691 -0.713 -1.744
H 0.5403 1.6118 2.3753 0.446 0.100 0.031 0.283
H 2.0769 -1.5755 0.2049 0.448 -0.059 -0.106 0.312
H -1.1673 1.7172 2.7165 0.011 -0.039 0.087 0.331
H 1.2893 -3.1506 -0.2335 0.420 0.051 -0.426 0.278
H 0.2112 -1.4906 -2.0668 0.286 -0.713 0.342 0.407
H 1.6605 -2.8166 1.4449 0.542 0.026 -0.094 0.318
C -0.3804 2.0875 2.0580 -1.280 -0.093 -0.434 -0.906
C -1.2450 0.3755 0.5000 -0.762 1.110 -1.216 -0.931
H -2.0476 0.4876 -0.2367 -0.128 -0.370 -0.025 0.314
N 0.0931 -1.6995 0.7538 0.523 0.949 0.222 -0.424
N -0.8082 1.7904 0.6732 0.547 -0.745 1.011 -0.402
```
Forces are in eV/Å.

Properties
HOMO-LUMO gap ... 8.6 eV
ΔE to the lowest compared entry with this formula, charge and spin ... 33.5 kcal/mol
E_tot ... -10471.0671 eV
Structure (SMILES) ... CNC[C@H](C)NC.O

# C10H14N3O2

The ion C10H14N3O2 with charge +1 (wB97M-V/def2-TZVPD, the OMol25 dataset).

Geometry as XYZ:
```
29
Properties=species:S:1:pos:R:3:forces:R:3:mulliken_charge:R:1
C -1.1936 3.0065 0.7535 -1.777 -0.699 -0.051 -0.219
H 2.5120 0.6601 1.6406 -0.907 -0.131 -0.856 0.313
H -0.7359 -0.9315 1.9650 0.144 0.018 -1.906 0.290
C 1.0661 2.0191 0.9738 2.560 -1.719 -0.954 0.211
C 1.1658 -0.8117 -0.8636 -2.310 -1.853 0.100 -0.407
H -1.7364 -2.3185 0.1250 0.591 0.745 0.155 0.244
H -0.9447 -1.2352 -2.6190 0.888 -1.277 -0.760 0.442
H 2.3511 -2.4677 -1.1806 0.839 -0.026 0.513 0.401
O 1.8011 2.9861 0.9836 -1.270 -0.793 0.433 -0.599
N -1.1059 0.7713 0.9121 1.116 1.371 -0.007 0.129
C -2.5341 2.4489 0.7902 -0.142 1.112 1.568 -1.082
C -0.0321 -1.7918 -1.1377 1.557 -1.780 3.301 -0.384
H 3.2232 -0.9192 -1.2056 1.115 -0.203 1.573 0.376
H 0.1612 -2.8308 -0.7832 1.093 0.467 0.073 0.462
H -3.4254 3.0779 1.0115 0.676 -0.837 -0.718 0.355
H -0.8498 4.0345 0.6864 -0.351 -0.248 0.092 0.505
C -2.4140 1.0700 0.9964 1.192 1.891 -1.290 -0.170
N 1.7220 0.6724 0.9655 0.574 1.642 1.351 -0.236
C -0.6167 -0.5526 0.8742 3.030 -0.035 3.567 0.391
H 0.9247 0.1124 -1.3674 0.551 0.327 -0.475 0.285
H -1.8897 -0.9082 -0.9126 0.414 0.134 1.492 0.361
O -0.2952 -1.9768 -2.4356 -2.237 1.987 -2.327 -0.528
H 2.4901 -1.4101 -2.3723 -0.918 -0.196 -2.340 0.337
C -0.3535 1.9361 0.8396 -0.114 0.186 -0.263 0.040
H -2.9828 0.1962 0.9783 -1.841 -0.563 0.251 0.538
H 1.3858 -1.4180 1.3298 -0.116 1.405 -1.655 0.468
C 1.0729 -0.5453 0.6158 -1.469 -0.890 2.216 -0.273
C -1.1762 -1.4000 -0.1674 -1.806 -1.082 -3.764 -1.196
N 2.4100 -1.4742 -1.3961 -1.084 1.047 0.683 -0.055
```
Forces are in eV/Å.

Properties
Total charge ... +1
HOMO-LUMO gap ... 8.4 eV
ΔE to the lowest compared entry with this formula, charge and spin ... 18.3 kcal/mol
E_tot ... -19154.0168 eV
Structure (SMILES) ... [NH3+][C@@H]1[C@H]2NC(=O)c3cccn3[C@H]2C[C@H]1O

# C16H12InN2O2S

A structure of composition C16H12InN2O2S (wB97M-V/def2-TZVPD, the OMol25 dataset).

Geometry as XYZ:
```
34
Properties=species:S:1:pos:R:3:forces:R:3:mulliken_charge:R:1
H -3.0731 4.6058 0.2676 -0.004 0.006 0.006 0.461
H -0.8578 1.2047 4.5866 0.007 -0.012 -0.003 0.430
H -0.9908 1.6001 -1.9707 0.000 0.014 -0.003 0.462
H 0.5772 -0.1454 2.9959 0.064 0.059 -0.049 0.372
C 1.3138 -4.1458 -2.3340 -0.028 -0.036 -0.015 -0.446
C -0.8561 1.2302 2.4615 -0.043 0.076 -0.074 0.501
C 0.2084 -2.3553 -0.8698 0.031 0.081 0.094 0.339
C 3.4977 -2.4440 -2.5655 0.007 -0.029 -0.018 -0.609
C -1.2633 1.9223 1.2908 0.022 -0.032 0.064 0.322
C 3.5043 -3.6843 -3.1894 0.007 0.023 0.008 -0.606
H 4.3707 -3.9814 -3.7642 0.005 0.000 -0.003 0.388
C -2.4670 3.7106 0.2108 0.006 -0.013 -0.014 -0.421
C -1.3096 2.0373 -1.0316 0.017 -0.017 -0.069 0.082
H 4.3549 -1.7907 -2.6594 0.003 0.007 0.004 0.385
O -0.5570 -1.4711 -1.3640 -0.002 0.002 -0.136 -0.673
H -2.4412 3.6257 -1.9295 -0.003 0.003 -0.004 0.406
C -2.3543 3.5796 2.6970 0.001 0.005 -0.026 -0.978
In 0.5436 -0.2186 0.1213 -0.206 0.009 -0.021 1.395
C -2.1205 3.1794 -1.0002 -0.005 0.007 -0.001 -0.918
H -2.1501 3.2985 4.7932 -0.001 0.003 0.002 0.417
C 1.2985 -2.9118 -1.7152 0.064 0.083 0.006 0.677
C -1.1684 1.7294 3.6915 -0.027 0.015 -0.042 -0.626
C 2.4189 -4.5351 -3.0770 -0.007 -0.009 -0.001 -0.529
C 2.3978 -2.0369 -1.8221 -0.025 0.034 0.019 0.385
H 2.4306 -5.5006 -3.5626 -0.010 -0.007 -0.001 0.393
C -1.9149 2.9218 3.8080 -0.004 0.007 0.037 -0.678
H -0.7513 -0.8151 2.3370 0.019 0.005 0.028 0.373
O 0.3407 -2.4247 0.3963 0.019 -0.077 0.038 -0.667
S 2.5636 -0.3856 -1.1015 0.108 -0.100 -0.057 -0.371
C -2.0395 3.0902 1.4067 0.023 -0.044 0.042 0.713
H -2.9458 4.4812 2.7862 -0.005 0.002 -0.001 0.426
H 0.4595 -4.8019 -2.2353 0.000 -0.004 0.004 0.429
N -0.1261 -0.0088 2.2748 -0.049 -0.074 0.012 -0.554
N -0.8935 1.4405 0.0670 0.016 0.011 0.176 -0.280
```
Forces are in eV/Å.

Properties
Total charge ... +1
HOMO-LUMO gap ... 6.8 eV
E_tot ... -39866.6685 eV

# C2H13N2O2

A cluster of 3 separate species, C2H13N2O2 in total (wB97M-V/def2-TZVPD, the OMol25 dataset).

Geometry as XYZ:
```
19
Properties=species:S:1:pos:R:3:forces:R:3:mulliken_charge:R:1
H 4.6987 2.2941 1.9852 -0.035 0.129 -0.120 0.324
H 0.8250 -0.3676 0.3150 0.707 0.097 1.082 0.302
H -1.3221 -0.6859 1.5966 0.250 0.347 0.488 0.333
N -1.7490 -0.1402 0.8552 -0.819 0.163 -0.143 -0.257
H -2.5624 0.3837 1.1828 0.065 -0.341 0.567 0.395
O 4.4653 2.7013 1.1414 -0.036 -0.218 0.177 -0.646
H -1.5257 1.2408 -0.6142 0.214 0.818 0.240 0.363
H -1.1835 -2.7196 -0.6219 -0.066 0.138 -0.234 0.318
H 5.2782 2.6625 0.6295 0.040 0.062 -0.060 0.325
H 0.7502 -1.1772 -1.8500 0.086 0.075 -0.441 0.228
H -2.6223 -3.2193 -0.9200 -0.005 0.030 0.108 0.317
N -0.0448 -0.7548 -1.4082 -0.531 0.026 0.828 -0.472
C -0.8712 0.8936 0.1855 0.145 -1.187 -0.512 -0.579
H -0.5425 1.5915 0.9378 -0.458 0.589 0.054 0.367
O -2.1150 -2.5808 -0.4061 -0.134 -0.037 0.183 -0.682
H -0.7525 -0.4330 -2.0444 0.215 0.071 -0.602 0.191
C 0.3412 0.2496 -0.4083 0.157 -1.260 -1.255 -0.524
H 1.0707 0.9537 -0.8050 -0.202 0.485 0.248 0.372
H -2.1385 -0.8925 0.2493 0.406 0.013 -0.605 0.324
```
Forces are in eV/Å.

Properties
Total charge ... +1
HOMO-LUMO gap ... 10.4 eV
ΔE to the lowest compared entry with this formula, charge and spin ... 20.0 kcal/mol
E_tot ... -9353.7661 eV